# 1
Entry from OMol25: an isolated molecule of C3H2N2O2S at a distorted geometry (ωB97M-V/def2-TZVPD).

```
10
Properties=species:S:1:pos:R:3:forces:R:3:lowdin_charge:R:1
S 3.467064 -0.085768 -0.108100 3.2 0.6 -0.1 0.829
C 1.990745 -0.440318 0.114926 -2.4 -2.5 -0.4 -0.752
O 1.029289 0.485147 -0.158741 0.0 -0.5 0.7 -0.014
C -0.238746 0.140934 0.001431 -2.4 0.0 -0.4 -0.368
C -1.285019 1.006592 0.016389 1.6 3.0 0.3 -0.067
N -2.384382 0.272289 -0.112620 -2.6 1.1 0.5 0.000
N -2.191035 -0.935436 -0.118812 0.6 -0.6 -0.2 0.074
O -0.766320 -1.086564 -0.064057 2.1 -0.5 0.0 0.029
H 1.609379 -1.504049 0.279321 0.2 1.6 0.2 0.114
H -1.230973 2.147174 0.150266 -0.4 -2.2 -0.5 0.155
```
Forces are in eV/Å.

Values from the calculation:
- SMILES string: S=COc1cnno1
- Molar mass: 130.1 g/mol
- Charge: 0
- Highest occupied orbital energy: -9.83 eV
- HOMO-LUMO gap: 9.3 eV
- Lowest unoccupied orbital energy: -0.5294 eV
- Relative energy (zero: lowest compared OMol25 entry of this formula, charge and spin): 4.5158 eV
- DFT total energy: -21050.21785 eV



# 2
Entry from OMol25: a structure of composition C18H31NNaO8PV at a distorted geometry (ωB97M-V/def2-TZVPD).

```
61
Properties=species:S:1:pos:R:3:forces:R:3:lowdin_charge:R:1
C 5.703282 -2.758886 0.166061 0.4 -0.1 1.0 -0.108
O 5.576245 -1.916182 -1.057819 -1.3 0.5 1.7 -0.250
C 4.584595 -0.820089 -0.815229 0.9 -0.6 0.9 -0.223
C 4.872406 0.426977 -1.839860 0.6 -1.1 -0.8 -0.125
C 3.536359 1.216554 -2.368816 1.3 0.0 1.1 -0.274
C 2.821225 2.175740 -1.217450 -0.1 0.4 -1.4 -0.273
P 1.644883 0.985745 -0.229009 2.2 4.1 1.1 0.917
C 0.199880 1.939163 0.586537 -0.8 3.5 -0.4 -0.214
C -1.153279 2.047758 -0.332547 -1.3 -0.3 1.2 -0.211
C -2.048940 0.635709 -0.364485 1.0 0.2 -0.5 -0.170
C -3.616461 1.105670 -0.461707 1.4 1.4 -0.1 -0.155
N -4.561957 0.077942 -1.042490 -4.2 -3.3 0.4 -0.137
C -5.634500 -0.463890 -0.123517 -1.5 -1.9 -3.3 -0.053
C -6.619369 -1.532058 -0.888046 3.8 3.6 -2.2 -0.188
C -6.001720 -1.576903 -2.409588 1.9 3.1 3.1 -0.038
C -4.704251 -0.523760 -2.422793 -3.8 -2.1 2.4 0.017
H 6.358190 -3.725345 -0.002761 -1.3 2.2 -0.2 0.118
H 4.666184 -3.124695 0.576247 1.7 0.8 -0.9 0.090
H 6.231599 -2.124935 1.013703 -1.1 -1.2 -1.7 0.110
H 3.526324 -1.309969 -0.913749 1.6 1.0 0.0 0.115
H 4.752883 -0.503786 0.320811 -0.6 -0.3 -2.4 0.130
H 5.688430 1.114272 -1.349581 -1.9 -1.0 -1.0 0.145
H 5.389550 -0.048113 -2.803313 -1.1 0.9 2.1 0.149
H 3.788638 1.879950 -3.311874 -0.3 -1.4 1.8 0.150
H 2.721164 0.411891 -2.658886 3.1 0.2 0.8 0.062
H 3.623274 2.701345 -0.508415 -2.0 -1.4 -1.4 0.156
H 2.220077 3.055536 -1.753069 1.1 -1.4 1.4 0.107
H 2.472890 0.483959 0.876346 2.8 2.7 -2.4 0.124
H 1.184670 -0.118092 -1.036461 0.7 1.2 -0.8 0.095
H 0.586059 3.058336 0.739915 -0.9 -2.2 -0.6 0.127
H -0.071705 1.554320 1.667692 0.7 0.6 -2.5 0.132
H -0.985159 2.440012 -1.423525 -0.2 -0.6 2.2 0.115
H -1.864600 2.833110 0.217369 2.0 -1.3 -1.3 0.127
H -1.663536 0.049116 -1.315354 -1.3 0.9 1.7 0.105
H -1.812805 -0.064508 0.562176 -0.8 1.6 -1.8 0.109
H -3.959862 1.454552 0.624511 0.5 -1.1 -2.5 0.161
H -3.655077 2.082264 -1.131712 0.0 -2.1 1.3 0.159
H -5.840279 -0.192454 0.996482 1.1 -0.2 -2.5 0.131
H -7.570480 -2.118842 -0.476641 2.6 0.9 -0.6 0.100
H -6.434892 -2.235216 -3.286844 1.3 1.6 1.9 0.111
H -4.040344 -0.273131 -3.353319 -1.4 -0.4 2.3 0.128
C -0.241935 5.424674 -0.081788 1.0 1.3 0.5 -1.077
O 0.442955 6.250378 0.502117 0.6 0.7 0.8 0.086
O -1.430809 5.186107 0.159657 -3.5 -0.3 1.4 0.105
O 0.147871 4.699798 -1.004403 2.1 -2.5 -3.0 0.009
C 1.310079 -3.915498 3.611242 0.0 -0.3 -0.1 0.007
C 0.948490 -2.452963 3.412326 -0.1 -1.4 1.4 -0.314
C -0.491338 -2.243130 3.051790 -0.6 -0.9 0.9 -0.080
O -0.458488 -1.003120 2.369407 1.8 1.4 -1.7 0.079
C 0.774380 -0.932111 1.777638 -0.8 -2.3 1.9 -0.369
O 1.080033 -0.133413 0.914598 -5.1 -8.1 4.8 -0.227
O 1.611557 -1.890646 2.288356 -0.8 2.6 -2.2 0.128
H 0.632333 -4.578968 3.062348 0.1 0.2 0.0 0.093
H 2.326096 -4.132908 3.268787 -0.1 0.2 0.2 0.099
H 1.229181 -4.186998 4.669199 0.1 0.1 -0.2 0.105
H 1.241333 -1.873059 4.296816 -0.1 0.1 -0.2 0.175
H -1.143465 -2.198459 3.927537 0.1 0.3 -0.2 0.162
H -0.876425 -2.998948 2.357268 0.2 0.0 0.1 0.152
Na 1.529520 1.490009 -3.159782 -2.5 1.6 -1.5 0.587
O -9.923564 1.131373 -1.675787 5.8 -4.8 2.2 -0.409
V -8.617395 0.058815 -1.196320 -5.0 4.6 -2.3 1.117
```
Forces are in eV/Å.

Values from the calculation:
- Molar mass: 494.4 g/mol
- 2S+1: 2
- Charge: +2
- Highest occupied orbital energy (alpha / beta): -12.02 / -11.79 eV
- HOMO-LUMO gap (alpha / beta): 5.0 / 4.8 eV
- Lowest unoccupied orbital energy (alpha / beta): -7.0428 / -7.0145 eV
- DFT total energy: -76396.45009 eV



# 3
Entry from OMol25: a structure of composition C5H4LiO6Sn at a distorted geometry (ωB97M-V/def2-TZVPD).

```
17
Properties=species:S:1:pos:R:3:forces:R:3:lowdin_charge:R:1
O 4.061834 5.612673 0.865916 -1.1 -1.1 -0.4 0.394
C 3.350735 4.729092 0.730788 3.5 3.9 0.9 -0.271
O 2.640388 3.805152 0.634661 3.7 3.3 0.5 -0.103
O 0.563789 0.898335 0.977418 -2.0 -5.5 2.8 -0.295
Sn 1.378046 2.396645 0.536643 -2.0 3.2 -3.8 1.700
O -2.297523 -3.272805 -1.623386 0.4 0.9 0.5 -0.001
C -1.762250 -2.216559 -1.229406 -1.8 -1.3 -0.9 -0.781
O -2.347490 -1.110254 -1.145924 0.1 0.7 0.6 -0.054
O -0.452174 -2.295786 -0.882529 1.3 1.0 1.3 0.043
C 0.193415 -1.072133 -0.632965 3.2 0.7 -1.5 -0.097
C -0.778476 -0.977043 1.403332 1.7 0.8 2.8 0.293
C 0.335238 -0.307081 0.822380 -6.1 -6.2 -2.3 -0.275
Li -3.929811 -2.167285 -1.746685 0.3 -0.2 -0.1 0.863
H -0.012797 -0.328946 -1.416137 -0.7 0.2 0.6 0.154
H 1.248444 -1.270002 -0.881057 0.1 -0.4 0.2 0.157
H -0.773936 -2.058929 1.543112 -0.3 0.2 -0.6 0.142
H -1.417426 -0.365066 2.043834 -0.4 -0.2 -0.4 0.133
```
Forces are in eV/Å.

Values from the calculation:
- Molar mass: 285.7 g/mol
- 2S+1: 2
- Charge: +2
- Highest occupied orbital energy (alpha / beta): -16.12 / -16.09 eV
- HOMO-LUMO gap (alpha / beta): 6.8 / 5.7 eV
- Lowest unoccupied orbital energy (alpha / beta): -9.3709 / -10.3819 eV
- DFT total energy: -23548.94600 eV